{"formula": "C4H10S", "method": "ωB97M-V with the def2-TZVPD basis set", "total_energy_ev": -15138.926, "de_lowest_kj_mol": 621.49, "homo_lumo_gap_ev": 7.8, "symbols": ["C", "C", "C", "C", "H", "H", "H", "H", "H", "H", "H", "H", "H", "H", "S"], "positions_angstrom": [[-0.6093, 1.0561, 1.2637], [0.2883, -0.2202, 1.0064], [0.8634, -0.1754, -0.4511], [-0.0829, -0.1788, -1.6407], [-0.2339, 1.9989, 1.0447], [-1.6397, 1.2856, 0.9534], [-0.4257, 1.2118, 2.4775], [-0.3071, -1.2338, 0.8545], [1.1930, -0.6615, 1.8202], [1.2083, 0.8031, -0.7978], [1.9046, -0.8632, -0.1747], [0.5403, 0.2889, -2.5106], [-1.0698, 0.5762, -1.5924], [-0.6849, -2.1060, -0.1082], [-0.9446, -1.7817, -2.1448]]}